# 1
{
  "formula": "C3H3FP2",
  "method": "ωB97M-V/def2-TZVPD",
  "homo_lumo_gap_ha": [0.25521, 0.26648],
  "relative_energy_kj_mol": 246.6,
  "homo_ev": [-8.785, -8.921],
  "symbols": ["C", "C", "C", "F", "P", "P", "H", "H", "H"],
  "xyz": [[0.9005, 0.2553, -1.2175], [0.9617, -0.2805, -0.0063], [-0.3967, 0.0576, 0.4758], [3.2069, -2.6000, 1.5643], [-0.8007, 0.7266, -1.3011], [1.6985, -1.3720, 1.2343], [1.6228, 0.2933, -1.9761], [-0.6036, 0.7131, 1.3406], [-1.2109, -0.7108, 0.6926]],
  "lowdin_charge": [-0.43, -0.77, -0.53, -0.58, 0.99, 1.13, 0.04, 0.07, 0.08]
}


# 2
{
  "formula": "C3H3FP2",
  "method": "ωB97M-V/def2-TZVPD",
  "homo_lumo_gap_ha": [0.31393, 0.27983],
  "spin_multiplicity": 3,
  "relative_energy_kj_mol": 53.5,
  "homo_ev": [-7.828, -9.144],
  "symbols": ["C", "C", "C", "F", "P", "P", "H", "H", "H"],
  "xyz": [[0.1971, -0.9021, -0.5468], [1.5120, -0.5612, -0.4422], [-1.4668, 0.9197, 0.6935], [2.4571, -1.2858, 0.1039], [-0.7226, 0.6620, -0.8035], [1.6297, 1.2049, -0.8843], [-0.1089, -1.7972, -0.2354], [-1.4376, -0.0024, 1.3053], [-2.0600, 1.7621, 0.8096]],
  "lowdin_charge": [-0.36, -0.75, -0.31, 0.03, 0.66, 0.74, 0.02, 0.02, -0.04]
}


# 3
{
  "formula": "C3H3FS",
  "method": "ωB97M-V/def2-TZVPD",
  "homo_lumo_gap_ha": 0.28279,
  "smiles": "C=C(F)C=S",
  "relative_energy_kj_mol": 163.2,
  "homo_ev": -9.263,
  "symbols": ["C", "C", "C", "H", "H", "H", "F", "S"],
  "xyz": [[0.4598, -0.1776, -0.1795], [0.6374, 1.0992, 0.0027], [-0.8654, -0.8409, 0.0484], [-0.3064, 1.6870, 0.4078], [1.7632, 1.5341, -0.3085], [-0.7916, -1.9834, 0.1393], [1.6147, -1.0734, -0.0340], [-2.5118, -0.2450, -0.0763]],
  "lowdin_charge": [-0.38, 0.05, -0.52, 0.11, 0.15, 0.07, -0.06, 0.57]
}


# 4
{
  "formula": "C3H3GdO2",
  "method": "ωB97M-V/def2-TZVPD",
  "total_charge": 2,
  "homo_lumo_gap_ha": [0.36385, 0.21328],
  "spin_multiplicity": 8,
  "relative_energy_kj_mol": 83.3,
  "homo_ev": [-19.668, -17.351],
  "symbols": ["C", "C", "H", "H", "H", "O", "C", "O", "Gd"],
  "xyz": [[-3.0171, -0.1370, 0.1831], [-1.5939, 0.2381, -0.1236], [-1.2059, 1.1786, 0.2903], [-3.6596, 0.1682, 1.0033], [-0.8559, -0.5748, -0.0794], [-4.0514, 0.0108, -2.2351], [-3.3189, 0.1006, -1.1974], [-1.9655, 0.4714, -1.5300], [-2.6215, 0.6913, -3.8053]],
  "lowdin_charge": [0.25, -0.01, 0.17, 0.17, 0.17, -0.14, -0.35, -0.26, 2.01]
}


# 5
{
  "formula": "C3H3HgO2",
  "method": "ωB97M-V/def2-TZVPD",
  "total_charge": 1,
  "homo_lumo_gap_ha": [0.27895, 0.24236],
  "relative_energy_kj_mol": 373.2,
  "homo_ev": [-14.968, -14.332],
  "symbols": ["C", "H", "H", "H", "C", "O", "C", "O", "Hg"],
  "xyz": [[2.0926, -0.0525, -0.4324], [2.7986, -0.6833, -0.9852], [2.1409, 0.9727, -0.8325], [2.4932, -0.0560, 0.5927], [0.6208, -0.6609, -0.7652], [0.3471, -1.7278, -1.2598], [0.0639, -0.1395, 0.4847], [-0.2206, 1.1006, 0.5866], [-1.6516, 0.3653, 1.6367]],
  "lowdin_charge": [0.04, 0.11, 0.11, 0.11, -0.32, 0.20, -0.23, -0.22, 1.20]
}


# 6
{
  "formula": "C3H3I2N",
  "method": "ωB97M-V/def2-TZVPD",
  "homo_lumo_gap_ha": 0.33554,
  "smiles": "N#C[C@@H](I)CI",
  "relative_energy_kj_mol": 96.1,
  "homo_ev": -9.698,
  "symbols": ["C", "C", "C", "N", "I", "I", "H", "H", "H"],
  "xyz": [[-0.2590, 1.5290, -0.1608], [0.6144, -0.9938, -0.1297], [-0.6310, 0.3108, 0.4644], [0.1097, 2.4311, -0.7744], [2.5090, -0.0727, -0.2614], [-2.5974, -0.4287, -0.2395], [0.7052, -1.8824, 0.5556], [0.1848, -1.2086, -1.0178], [-0.6356, 0.3155, 1.5634]],
  "lowdin_charge": [-0.47, -0.62, -0.67, 0.16, 0.80, 0.76, 0.04, -0.06, 0.06]
}


# 7
{
  "formula": "C3H3I2N9Rh",
  "method": "ωB97M-V/def2-TZVPD",
  "total_charge": 1,
  "homo_lumo_gap_ha": [0.30547, 0.24274],
  "spin_multiplicity": 5,
  "homo_ev": [-13.250, -13.857],
  "symbols": ["Rh", "I", "C", "I", "H", "H", "N", "C", "N", "N", "N", "N", "C", "N", "N", "N", "N", "H"],
  "xyz": [[-0.5944, -0.4490, -0.9151], [-1.7054, -2.7438, -1.9959], [-3.0861, -2.7787, -0.3757], [-2.8494, -0.9736, 0.7132], [-2.8389, -3.6133, 0.2694], [-4.0959, -2.8443, -0.7626], [1.9020, 1.5846, 0.5557], [1.0615, 2.1844, -0.2814], [1.1600, 3.4900, -0.6286], [0.1755, 3.6972, -1.4432], [-0.5393, 2.5746, -1.6164], [-0.0025, 1.6165, -0.9013], [1.8273, 0.2689, 0.9470], [2.6243, -0.2663, 1.8453], [2.1966, -1.5309, 1.9574], [1.1910, -1.7476, 1.1780], [0.9220, -0.6163, 0.5032], [2.6517, 2.1475, 0.9509]],
  "lowdin_charge": [0.64, 0.94, -1.05, 0.95, -0.01, -0.01, 0.25, -0.39, 0.11, 0.01, 0.01, -0.11, -0.43, 0.10, -0.01, -0.03, -0.15, 0.19]
}


# 8
{
  "formula": "C3H3I2NO",
  "method": "ωB97M-V/def2-TZVPD",
  "homo_lumo_gap_ha": 0.32120,
  "relative_energy_kj_mol": 53.7,
  "homo_ev": -9.475,
  "symbols": ["C", "C", "C", "N", "O", "I", "I", "H", "H", "H"],
  "xyz": [[-0.7131, -0.9403, -0.9099], [0.9829, -4.0797, -1.1414], [-1.9893, -0.2470, -0.7009], [0.2908, -1.4964, -1.0032], [1.4638, -4.0548, -2.2221], [-1.1398, -4.4828, -0.7792], [2.1175, -3.9514, 0.6331], [-2.4250, 0.2193, -1.5947], [-2.6497, -1.1793, -0.4372], [-1.8370, 0.2733, 0.3480]],
  "lowdin_charge": [-0.32, -1.40, -0.07, 0.11, -0.09, 0.69, 0.77, 0.08, 0.10, 0.13]
}


no.,E_tot (a.u.)
1,-898.51853
2,-898.52460
3,-614.04940
4,-1031.49525
5,-419.49593
6,-766.18956
7,-1314.42447
8,-841.45856